(1)
Density functional theory data (ωB97M-V with the def2-TZVPD basis set) for a molecular structure, C30H46O3P2Zr at a distorted geometry.

Last column: Mulliken charge in e.
Atoms and positions in Å:
H -2.097 -0.476 0.213  0.4183
H -2.851 3.422 -1.274  0.5751
C 2.268 2.374 -0.548  0.7114
C -4.206 2.585 -2.685  -0.3104
H -1.460 -2.074 -3.631  0.4470
H 1.126 4.176 0.040  0.3389
H 4.546 1.426 0.659  0.8095
H -1.651 -2.500 -1.320  0.1564
Zr 2.321 -0.666 -1.701  -0.2274
C 2.158 -1.448 0.732  0.4526
C 0.729 0.724 -6.195  -1.4867
H 4.408 -0.463 -3.510  0.4468
C 4.316 2.344 2.614  -0.8335
H -0.834 2.058 -2.026  -0.5736
O 1.446 3.094 -1.154  -0.8928
C -0.127 -1.105 0.770  0.3965
H 2.048 4.815 3.393  0.4545
H -1.397 0.400 1.613  0.4307
C -2.809 2.944 -2.258  -0.7322
H -1.999 2.146 -6.207  0.6482
H 1.297 1.305 2.111  0.2069
C 3.604 3.286 3.393  -0.4670
H 1.536 3.006 -4.941  0.6378
H -0.187 0.746 -6.808  0.3937
C -1.889 1.689 -2.065  0.8027
C -0.373 -1.964 -3.733  -1.3937
H -0.071 3.403 -4.375  0.3738
C -2.317 2.029 -5.162  -1.0356
C 1.543 -2.381 -0.196  -0.1278
C -4.577 2.060 -3.868  -0.6696
C 2.269 -3.454 -0.926  -0.8653
H 3.561 -1.857 2.284  0.4383
C 2.207 3.789 1.505  0.4582
H 4.916 -1.404 -2.080  0.4988
C 3.553 -1.503 1.240  -1.3984
C -1.469 -0.575 1.111  -1.8399
H -2.774 -0.161 -2.955  0.5276
H -3.933 0.617 -5.274  0.3953
C 0.115 -2.180 -0.117  0.4873
C 1.701 -0.006 -3.678  -1.3859
C -1.547 0.907 -4.452  0.2891
H 2.975 -3.943 -0.236  0.4215
O 1.213 4.522 0.978  -0.6752
H -0.508 -3.876 -1.270  0.3060
C 1.097 -0.675 1.315  1.5094
C 4.113 -1.271 -2.817  -1.7266
H 2.111 -0.748 -4.393  0.4645
H -1.516 -3.507 0.130  0.4401
H 2.410 0.774 -3.243  1.0388
H 3.862 3.449 4.430  0.4328
P 0.432 0.987 -4.374  0.9179
H 2.158 0.055 3.021  0.3778
H 4.188 -2.178 0.652  0.3174
C 3.977 2.117 1.283  -0.2487
H 0.088 -2.894 -3.375  0.4044
P 0.182 -0.514 -2.633  1.4868
H 5.121 1.780 3.074  0.4374
H 1.418 1.509 -6.550  0.4364
H 4.042 -0.517 1.233  0.0618
H 1.561 -4.183 -1.348  0.3473
H 2.895 -3.118 -1.781  0.0912
H -1.998 -1.259 1.792  0.3119
C -0.937 -3.052 -0.690  -1.2113
H -0.120 -1.844 -4.795  0.4772
C 2.893 2.792 0.715  -0.1902
C 2.568 4.018 2.833  -0.5451
H -2.093 2.995 -4.725  0.1631
H 1.228 -0.243 -6.341  0.4656
C -2.191 0.733 -3.148  -1.0801
H -5.642 1.891 -3.999  0.4232
C 0.783 2.742 -4.186  -0.9295
H 0.395 0.173 3.137  0.5078
H -2.074 1.180 -1.098  0.3328
O 2.589 1.187 -0.995  -0.7178
C -3.831 1.709 -5.125  -0.8945
H 4.054 -2.183 -3.431  0.5286
H -4.316 2.244 -5.973  0.5149
H -1.680 0.014 -5.072  0.6043
H -2.321 3.658 -2.946  0.2987
H -4.974 2.786 -1.926  0.3745
H 1.185 2.968 -3.192  -0.2065
C 1.246 0.261 2.447  -1.6238

Atomic forces in eV per Å
-0.01 0.01 0.20
0.11 -0.01 -0.25
0.03 1.40 0.51
-0.40 -0.30 -0.51
0.30 0.01 -0.08
-0.16 0.66 0.71
-0.16 0.14 0.32
-0.05 -0.14 0.09
2.84 -2.39 6.85
-1.07 0.02 -0.48
-0.21 -0.24 0.06
0.26 -0.23 0.25
-0.06 0.01 -0.15
-0.76 -0.38 -0.36
0.34 -1.07 0.20
0.52 -0.51 -0.50
0.27 -0.62 -0.37
-0.12 -0.23 -0.20
0.49 0.21 0.42
0.05 -0.46 0.20
-0.01 -0.18 0.19
-0.18 -0.26 -0.82
-0.05 -0.22 0.28
0.37 0.07 0.31
-0.07 0.29 0.87
0.26 -0.07 0.32
0.02 -0.48 0.10
-0.24 0.55 -0.61
-0.23 1.15 0.32
-0.32 0.27 0.56
0.21 -0.65 0.04
0.14 0.04 -0.31
0.34 -0.16 -0.73
0.01 -0.05 -0.09
0.75 0.11 0.28
-0.39 0.02 0.34
-0.50 0.20 0.06
-0.26 0.48 -0.34
0.58 0.75 0.46
0.64 1.67 -2.49
0.34 -0.42 -0.92
-0.24 -0.13 -0.43
0.15 -0.73 -0.62
-0.20 0.14 0.00
0.46 -1.00 -0.84
0.34 0.30 -0.72
-0.06 0.53 0.66
0.07 0.17 -0.29
-0.63 -0.70 -0.77
0.11 -0.03 0.00
-2.31 2.02 -3.73
-0.16 0.09 -0.16
-0.10 0.04 0.16
0.10 0.05 0.65
-0.11 0.26 -0.09
-2.77 -1.64 -0.44
-0.01 0.16 -0.13
-0.28 -0.33 0.18
-0.13 -0.34 0.11
0.40 0.10 0.21
-0.06 -0.03 0.15
-0.01 0.22 -0.15
-0.18 -0.27 -0.07
-0.05 0.12 0.29
-0.95 0.60 0.55
0.13 0.27 0.27
-0.17 0.02 0.16
-0.22 0.21 -0.08
2.25 0.40 0.58
-0.02 -0.13 0.18
0.51 0.50 0.48
0.23 0.05 -0.19
-0.13 0.53 -0.43
0.09 -0.54 -1.06
0.46 0.40 -0.40
0.04 0.16 0.19
0.18 -0.54 0.53
-0.16 -0.02 0.16
-0.30 -0.29 0.43
0.19 -0.18 -0.54
-0.10 0.04 -0.02
-0.01 0.53 0.50

E_LUMO (alpha / beta)	-9.0 / -9.0	eV
relative energy (zero: lowest compared OMol25 entry of this formula, charge and spin)	102.8	kJ/mol
HOMO (alpha / beta)	-12.5 / -12.5	eV
net charge	+2

=====

(2)
Density functional theory data (ωB97M-V with the def2-TZVPD basis set) for a single C30H47BrClN5O molecule at a distorted geometry.

Last column: Mulliken charge in e.
Atoms and positions in Å:
H -6.268 -1.330 -3.564  0.3374
H 3.641 -1.010 -1.581  0.4975
H 4.320 4.220 4.201  0.3884
C 3.390 2.320 5.211  0.5053
C 0.691 0.902 4.069  0.4778
H -5.234 0.272 -4.922  0.3697
H 3.608 -2.028 0.592  0.1747
H 0.788 -2.309 -1.645  0.2114
H 4.907 -0.200 0.667  -0.0137
H -2.504 0.921 -4.639  0.3356
H -2.274 -0.736 -3.771  -0.2197
H 3.407 3.128 2.966  0.2088
C -4.513 0.058 -3.996  -0.6638
H -2.944 -2.748 -4.582  0.0023
O -6.366 0.549 2.619  -0.5129
H 7.701 2.376 0.804  0.2863
H 1.842 -2.590 0.243  0.4371
C 2.566 -0.811 -1.107  -0.0511
H -0.319 -2.382 -5.596  0.2294
H -3.520 -3.116 -6.338  0.3212
N 3.173 0.947 5.309  -0.5722
C 1.962 -0.754 1.594  0.5262
H -0.036 -4.255 -7.626  0.3138
H -1.778 -0.550 -6.419  0.2827
H -4.043 2.221 1.897  0.4121
H -2.102 -1.301 -1.672  -0.0148
H -5.312 0.290 -1.419  0.1229
N 4.446 -0.705 2.818  -0.3888
C -1.869 -0.260 0.400  -0.3012
H 0.767 1.519 6.263  0.1708
H 5.133 2.587 3.726  -0.1232
C -2.699 -2.515 -5.724  -0.2250
H -1.082 -4.094 -5.296  0.3102
C 4.088 3.079 3.935  -0.4542
C 2.294 0.516 4.117  -0.1055
C -5.032 0.303 2.629  0.4717
C 1.496 -1.507 -2.173  -0.9376
H -4.020 -2.675 -0.920  0.3908
H -0.970 1.154 5.610  0.3851
H -1.916 -4.363 -7.705  0.2446
C -1.014 -3.604 -7.523  -0.9316
C 2.953 -0.325 2.856  -0.3296
C 6.524 0.788 2.089  -0.5803
H -4.630 -2.224 -3.303  0.1503
H -6.414 -1.230 -1.133  0.3012
C -2.780 -0.636 -0.949  0.1402
Br 2.376 1.174 -0.940  -0.1455
H 6.750 0.903 3.237  0.2599
H 2.455 2.605 7.299  0.2844
H -4.408 -1.528 0.534  0.1229
C 0.353 -0.322 1.577  -0.1051
C -2.457 0.591 1.658  0.1789
C 0.048 1.715 5.355  -0.7378
N -0.439 -0.724 0.368  -0.1192
N -1.739 1.000 2.916  -0.3254
H 4.298 1.205 1.797  -0.0807
C -5.343 -0.884 -1.529  -0.4961
H -3.014 0.351 -1.573  0.2291
H 6.833 3.067 2.356  0.2043
C -1.164 -3.106 -5.960  -0.5200
C 2.896 3.311 6.464  -1.1010
H -3.629 -0.583 -6.771  0.3108
N -0.127 3.169 4.980  -0.5732
C -4.106 -1.539 -0.613  -0.4216
H 7.320 0.112 1.519  0.3572
C -4.054 1.076 1.557  -0.5096
Cl -4.378 -0.902 3.910  -0.1418
C -2.830 -0.897 -5.976  -0.6086
H -4.466 1.075 0.462  0.0605
H -1.049 -2.674 -8.236  0.2592
H 2.058 -2.124 -3.025  0.2967
H 4.561 -1.702 2.530  0.4420
H 5.751 2.675 0.856  0.2291
H 0.475 3.301 4.120  0.2614
C -2.976 -0.169 -4.514  -0.1023
H 0.870 -0.682 -2.760  0.1797
H 3.860 3.893 6.796  0.4046
H -1.132 3.272 4.696  0.3506
C 6.710 2.317 1.439  -0.7669
H -4.515 1.078 -3.376  0.2953
C -0.321 0.519 2.794  0.3270
C 2.530 -1.621 0.318  -1.1026
C -5.157 -1.190 -3.150  -0.3523
C 5.009 0.248 1.745  0.3043
H 2.095 4.097 6.128  0.2719

Atomic forces in eV per Å
2.43 0.21 0.86
-2.33 0.81 1.15
-0.65 -2.52 -0.34
-1.08 -1.56 0.27
2.19 -1.21 -0.93
1.79 -0.50 1.85
-2.23 1.06 -0.56
1.45 2.17 -1.01
0.41 0.94 1.95
-0.99 -2.27 0.34
-1.56 1.02 -1.26
1.44 -0.47 2.01
0.16 0.19 -0.22
0.41 0.64 -2.43
9.33 -1.79 0.10
-2.23 -0.01 1.12
1.39 2.24 -0.07
0.66 -2.63 -1.01
-1.73 -1.15 -0.83
2.01 1.14 1.10
-2.81 4.63 -2.50
-0.04 1.52 2.95
-1.82 1.62 -0.06
-2.26 -0.68 0.86
-0.21 -2.56 -0.53
-1.14 1.64 1.85
-0.12 -2.27 -0.06
-2.49 1.48 -1.31
2.71 0.20 1.65
-1.34 0.67 -1.86
-2.32 0.71 0.30
-0.09 -0.28 0.74
-0.09 2.15 -1.35
-0.25 0.85 0.21
-1.28 -0.66 -2.81
-7.31 1.69 -0.65
-0.27 -0.14 -0.82
0.20 2.38 0.60
2.04 1.52 -0.60
1.90 1.89 0.14
-0.13 -0.47 1.07
-3.94 -0.77 -1.57
0.20 0.56 -1.44
-0.77 2.12 0.20
2.45 0.55 -0.94
1.27 -0.66 0.32
0.06 -1.26 -0.18
-0.63 -0.79 -2.31
1.08 1.65 -1.66
0.77 0.12 -2.41
-0.32 0.18 -0.02
1.02 -0.32 0.39
0.41 -2.27 -0.80
-3.09 3.23 4.26
2.26 -3.73 -6.49
1.62 -2.14 -0.31
0.14 0.08 0.16
0.28 -2.08 1.62
-0.18 -1.46 -2.08
-1.07 -1.35 -0.21
1.62 -1.08 -0.21
1.28 -0.66 1.77
-0.31 -1.22 -0.70
-1.44 0.72 -0.43
-1.64 1.24 1.67
1.72 0.59 1.24
-0.66 1.74 -1.96
1.42 -0.33 0.43
0.63 -0.46 2.31
0.11 -2.06 1.19
-0.87 1.44 1.95
-0.38 1.19 0.28
2.08 -0.84 0.90
-1.20 0.00 1.24
0.25 1.38 -1.06
1.22 -1.82 1.53
-1.96 -1.02 -0.26
1.45 0.01 0.08
0.15 0.19 1.02
-0.16 -2.37 -1.06
1.83 -0.10 1.01
-0.41 -0.09 1.45
-1.63 0.15 0.36
0.10 1.37 0.59
1.50 -1.79 0.24

SMILES	CCCCCCCCCCc1nc2c(C[C@@H](C)Br)c(NCCC)c(N=C(C)C)c(CN)c2nc1CC(=O)Cl
E_LUMO	-1.2	eV
HOMO	-7.8	eV

=====

In the order shown, the computed total energy values come out to -2125.467114; -4553.701822 Ha.